Entry 1:
ORCA calculation (ωB97M-V with the def2-TZVPD basis set) on a molecular structure, C25H24BrN4O3PtSSi.

## Properties
Net charge: -1
Total energy: -130422.7203 eV
2S+1: 1
Maximum force: 0.60 eV Å⁻¹

Element x y z (Å)
Pt  -0.17  -0.65  1.26
Br  -0.55  6.80  4.90
S  -0.70  -2.50  -0.28
Si  -3.62  -4.36  -0.76
O  1.27  0.54  3.39
O  -0.91  1.02  3.53
O  1.75  -0.21  0.73
N  0.24  2.06  0.10
N  -2.03  -1.31  1.53
N  4.46  4.63  0.61
N  4.16  5.68  1.20
C  -2.18  -2.30  0.62
C  2.30  0.95  0.63
C  0.13  4.39  -0.36
C  1.46  4.54  -0.12
C  -4.43  -2.56  1.32
C  -3.02  -0.92  2.32
C  -0.02  0.47  2.90
C  4.33  2.29  0.65
C  -3.40  -2.98  0.49
C  3.69  1.06  0.71
C  -5.38  -4.99  -0.60
C  -3.38  -3.74  -2.51
C  -0.45  3.12  -0.22
C  2.23  3.42  0.29
C  1.56  2.18  0.35
C  3.00  5.82  2.03
C  1.42  1.30  4.58
C  3.63  3.48  0.54
C  2.36  7.06  1.97
C  0.90  6.41  3.74
C  -2.45  -5.78  -0.40
C  1.29  7.35  2.80
C  2.60  4.89  2.99
C  -4.26  -1.53  2.24
C  1.55  5.19  3.84
H  3.09  3.93  3.06
H  -5.59  -5.38  0.41
H  -5.07  -1.20  2.88
H  -4.08  -2.93  -2.72
H  -2.60  -6.58  -1.12
H  1.12  2.34  4.42
H  -2.79  -0.11  2.99
H  1.94  5.50  -0.26
H  -6.12  -4.22  -0.82
H  4.26  0.15  0.86
H  1.23  4.47  4.58
H  2.71  7.78  1.25
H  -3.57  -4.54  -3.23
H  0.78  8.30  2.73
H  5.41  2.35  0.74
H  -2.64  -6.18  0.60
H  -0.48  5.23  -0.67
H  -1.51  2.97  -0.40
H  -5.55  -5.81  -1.30
H  -1.41  -5.45  -0.45
H  0.81  0.90  5.39
H  -5.39  -3.05  1.26
H  -2.37  -3.36  -2.66
H  2.47  1.24  4.84



Entry 2:
ORCA calculation (ωB97M-V with the def2-TZVPD basis set) on C23H34N2O3 in the gas phase.

## Properties
Total energy: -33522.4303 eV
2S+1: 1
Maximum force: 3.19 eV Å⁻¹

Element x y z (Å)
O  9.06  0.94  -0.50
O  3.50  -0.12  3.04
O  8.22  -2.02  1.57
N  10.55  2.04  0.80
N  5.38  -0.56  1.87
C  6.44  -0.37  0.88
C  1.82  0.72  -1.78
C  2.20  1.13  0.72
C  10.57  3.22  -0.06
C  9.64  -0.10  1.58
C  9.70  1.01  0.54
C  2.54  -0.87  0.05
C  4.09  -0.15  1.97
C  3.44  0.22  0.67
C  6.21  -1.28  2.84
C  9.15  3.85  -0.10
C  9.38  -1.48  0.94
C  -0.81  1.15  0.07
C  12.28  3.12  1.99
C  8.42  0.07  2.51
C  12.03  3.51  -0.47
C  8.66  3.79  1.38
C  7.42  -0.93  1.95
C  10.87  2.56  2.12
C  1.54  0.24  -0.37
C  9.76  3.61  2.47
C  12.81  3.48  0.83
C  0.06  -0.08  -0.17
H  4.18  0.58  -0.05
H  12.11  4.48  -0.96
H  10.22  4.57  2.71
H  8.11  4.70  1.61
H  8.68  -0.21  3.54
H  12.45  2.78  -1.18
H  10.74  4.01  0.70
H  13.84  3.81  0.79
H  8.44  3.32  -0.74
H  5.98  -2.34  2.88
H  8.02  1.09  2.53
H  1.52  -0.05  -2.50
H  -0.31  -0.65  -1.03
H  2.87  0.93  -1.94
H  2.12  -1.51  0.83
H  1.26  1.63  -2.01
H  -0.04  -0.75  0.69
H  6.35  -1.02  0.01
H  12.88  3.16  2.89
H  9.21  -1.37  -0.14
H  -0.49  1.68  0.97
H  10.88  1.77  2.87
H  1.70  1.02  1.68
H  10.20  -2.17  1.10
H  9.26  3.31  3.40
H  9.20  4.87  -0.47
H  2.34  2.19  0.49
H  6.61  0.66  0.58
H  -1.85  0.87  0.20
H  -0.76  1.85  -0.77
H  10.56  -0.12  2.15
H  6.23  -0.83  3.83
H  2.96  -1.50  -0.74
H  7.94  2.98  1.48



Entry 3:
ORCA calculation (ωB97M-V with the def2-TZVPD basis set) on 10 unconnected molecules or ions with the total composition C28H35BF9O29P2S2.

## Properties
Net charge: +1
Total energy: -154358.3390 eV
2S+1: 1
Maximum force: 2.90 eV Å⁻¹

Element x y z (Å)
S  6.33  -2.45  0.95
S  3.93  0.00  0.74
P  4.14  1.34  2.45
P  4.58  -1.92  1.57
F  9.31  5.49  3.44
F  -4.67  -4.44  2.01
F  1.37  -1.86  3.57
F  -6.53  -3.49  -3.92
F  -1.72  1.77  -4.26
F  2.67  6.29  3.46
F  -0.97  -3.48  -6.43
F  0.79  6.21  -4.54
F  -1.20  -6.81  1.66
O  -1.91  -4.52  -3.29
O  -2.26  -2.83  -4.69
O  -8.88  -2.80  -0.20
O  -8.93  -4.12  3.23
O  5.94  6.95  0.95
O  -3.43  -2.95  -2.76
O  3.70  4.27  -0.36
O  -7.74  -2.75  -2.15
O  1.85  -0.85  -4.66
O  7.69  5.92  1.93
O  3.60  7.52  -3.05
O  -0.89  -1.84  3.68
O  -2.96  -1.69  4.61
O  -1.67  -7.80  -0.31
O  0.20  -0.86  -3.13
O  -2.86  -8.88  -1.91
O  7.23  8.04  2.43
O  0.10  0.56  -4.87
O  1.57  1.34  0.20
O  3.15  0.88  3.44
O  -6.91  -4.36  2.23
O  3.88  9.39  -4.27
O  2.62  6.22  0.02
O  2.27  7.89  -4.80
O  -7.41  -4.43  -0.71
O  -1.18  -0.76  5.62
O  -7.09  -3.19  4.13
O  3.51  5.11  1.73
O  -3.90  -7.74  -0.27
C  2.18  6.90  1.21
C  -2.82  -8.21  -0.93
C  -0.95  -0.01  -2.92
C  0.23  -0.82  5.39
C  -2.62  -3.40  -3.51
C  -7.77  -3.91  3.20
C  8.85  6.42  2.59
C  -1.80  -1.45  4.63
C  3.30  5.12  0.39
C  -1.03  -3.42  -5.08
C  0.82  -0.42  -4.26
C  8.29  7.63  3.31
C  2.60  6.49  -3.04
C  0.29  -1.09  3.91
C  -8.10  -3.28  -0.95
C  6.87  6.97  1.70
C  3.30  8.37  -4.06
C  -3.45  -7.11  0.93
C  2.10  6.53  -4.46
C  -1.11  -4.79  -4.46
C  -5.71  -3.63  2.36
C  -5.69  -3.29  3.83
C  -1.22  0.53  -4.30
C  -6.66  -4.75  -1.90
C  3.19  6.41  2.22
C  -6.55  -3.40  -2.56
C  1.16  -1.18  0.39
C  -2.02  -6.77  0.59
B  2.06  0.09  0.39
H  -5.69  -2.81  -2.24
H  0.29  -0.19  3.30
H  0.26  -0.93  0.97
H  -0.69  0.79  -2.22
H  -1.86  -0.10  -4.91
H  -5.24  -4.09  4.42
H  9.02  8.43  3.44
H  4.09  7.01  2.25
H  -4.05  -6.23  1.17
H  2.21  7.97  1.08
H  -1.90  -5.80  0.09
H  -0.22  -2.81  -4.71
H  -1.78  -0.58  -2.52
H  -5.70  -5.18  -1.64
H  2.08  1.83  -0.49
H  0.71  0.12  5.68
H  -5.74  -2.77  1.69
H  1.63  -2.03  0.90
H  4.56  -1.78  2.97
H  -5.18  -2.36  4.06
H  0.65  -1.63  5.97
H  -7.23  -5.45  -2.51
H  3.62  -2.90  1.25
H  1.16  6.59  1.45
H  5.47  1.14  2.87
H  3.93  2.62  1.91
H  0.82  -1.47  -0.60
H  9.62  6.65  1.85
H  1.82  6.74  -2.32
H  -0.14  -5.20  -4.19
H  -1.62  -5.50  -5.11
H  7.88  7.36  4.28
H  3.04  5.53  -2.76
H  2.66  5.91  -5.16
H  -3.51  -7.81  1.76



Entry 4:
ORCA calculation (ωB97M-V with the def2-TZVPD basis set) on a gas-phase ion, C6H6N2 (charge +2).

## Properties
Net charge: +2
Total energy: -9273.2339 eV
2S+1: 1
Maximum force: 6.48 eV Å⁻¹

Element x y z (Å)
N  3.49  -0.14  0.04
N  0.24  -0.16  -0.22
C  3.61  -1.24  0.40
C  1.42  -0.63  -0.45
C  1.62  1.68  0.00
C  -0.95  -0.84  0.14
C  2.38  0.51  -0.29
C  0.34  1.32  0.08
H  1.62  -1.65  -0.71
H  2.14  2.61  0.15
H  -0.92  -0.53  1.22
H  -1.92  -0.58  -0.35
H  -0.96  -1.97  -0.04
H  -0.55  1.80  0.40



Q: What is the 2S+1 in the second record?
A: 1



Q: Which formula does entry 1 have?
A: C25H24BrN4O3PtSSi



Repeat the fourth record exactly.
ORCA calculation (ωB97M-V with the def2-TZVPD basis set) on a gas-phase ion, C6H6N2 (charge +2).

## Properties
Net charge: +2
Total energy: -9273.2339 eV
2S+1: 1
Maximum force: 6.48 eV Å⁻¹

Element x y z (Å)
N  3.49  -0.14  0.04
N  0.24  -0.16  -0.22
C  3.61  -1.24  0.40
C  1.42  -0.63  -0.45
C  1.62  1.68  0.00
C  -0.95  -0.84  0.14
C  2.38  0.51  -0.29
C  0.34  1.32  0.08
H  1.62  -1.65  -0.71
H  2.14  2.61  0.15
H  -0.92  -0.53  1.22
H  -1.92  -0.58  -0.35
H  -0.96  -1.97  -0.04
H  -0.55  1.80  0.40